This record from the OMol25 dataset describes C13H24O5S as an isolated structure. The level of theory is ωB97M-V with the def2-TZVPD basis set.

Geometry as XYZ:
```
43
Properties=species:S:1:pos:R:3:lowdin_charge:R:1
C 2.399 -2.733 -1.519 0.004
C 1.715 -1.711 -1.025 -0.169
C 1.573 -1.605 0.484 -0.075
C 0.809 -0.382 1.010 -0.332
C 1.495 0.995 0.902 -0.254
C 1.865 1.402 -0.538 -0.043
C 0.659 2.097 1.605 -0.157
C -0.284 2.887 0.680 -0.235
C -1.600 3.292 1.417 -0.083
O 0.890 -0.605 2.489 -0.172
S -0.375 -1.410 3.014 0.585
O -1.062 -0.532 3.874 -0.213
O -0.140 -2.731 3.405 -0.198
O -1.161 -1.523 1.606 -0.136
C -0.702 -0.397 0.827 -0.235
C -1.266 -0.435 -0.589 -0.146
O -1.213 -1.763 -1.058 -0.133
C -1.988 -1.986 -2.218 -0.247
C -1.734 -0.978 -3.349 -0.068
H 2.217 -3.704 -1.067 0.068
H 3.147 -2.615 -2.288 0.057
H 1.309 -0.981 -1.710 0.084
H 1.016 -2.486 0.812 0.134
H 2.565 -1.570 0.919 0.137
H 2.422 0.890 1.466 0.145
H 2.833 0.965 -0.781 0.086
H 1.151 1.075 -1.283 0.056
H 2.024 2.476 -0.589 0.084
H 0.131 1.686 2.459 0.096
H 1.393 2.788 2.024 0.123
H -0.594 2.316 -0.194 0.084
H 0.231 3.766 0.303 0.101
H -1.681 4.376 1.432 0.066
H -2.460 2.909 0.867 0.064
H -1.634 2.846 2.407 0.068
H -1.234 0.428 1.306 0.144
H -0.708 0.276 -1.198 0.105
H -2.325 -0.160 -0.511 0.147
H -3.057 -2.071 -1.998 0.121
H -1.676 -2.958 -2.597 0.118
H -0.699 -0.642 -3.278 0.069
H -2.343 -0.089 -3.188 0.072
H -1.907 -1.402 -4.332 0.077
```

Summary:
- Highest occupied orbital energy: -8.872 eV
- Orbital gap: 0.348 hartree
- Total charge: 0
- Calculated total energy: -34939.8290 eV

=====

This record from the OMol25 dataset describes C13H25Br3O12 as an isolated structure. The level of theory is ωB97M-V with the def2-TZVPD basis set.

Geometry as XYZ:
```
53
Properties=species:S:1:pos:R:3:lowdin_charge:R:1
C 0.080 1.154 -1.114 -1.530
Br 0.528 -0.112 0.269 0.674
Br 1.294 0.902 -2.638 0.592
Br 0.025 3.060 -0.591 0.582
H -0.931 0.969 -1.446 -0.040
C 3.310 -4.556 5.569 -0.023
O 2.889 -4.275 4.224 0.008
C 1.661 -3.815 4.086 -0.623
O 0.860 -3.572 4.945 0.130
O 1.472 -3.574 2.785 0.015
C 0.172 -3.273 2.349 -0.049
H 2.594 -5.286 5.957 0.098
H 3.392 -3.668 6.187 0.099
H 4.241 -5.107 5.462 0.093
H -0.316 -4.123 1.869 0.088
H 0.136 -2.500 1.579 0.025
H -0.455 -2.881 3.150 0.100
C 2.800 7.160 4.427 -0.042
O 2.130 6.651 3.286 0.012
C 0.800 6.607 3.330 -0.617
O 0.121 7.167 4.148 0.124
O 0.380 5.881 2.311 0.021
C -1.001 5.680 2.180 -0.068
H 3.532 7.933 4.200 0.092
H 3.435 6.371 4.841 0.093
H 2.066 7.444 5.174 0.089
H -1.616 6.479 1.744 0.100
H -1.539 5.389 3.080 0.101
H -1.115 4.949 1.377 0.041
C -0.803 1.277 -7.308 -0.045
O -0.695 1.623 -5.934 0.004
C -1.774 1.587 -5.157 -0.608
O -1.723 1.482 -3.969 0.111
O -2.896 1.676 -5.889 -0.023
C -4.134 1.697 -5.204 -0.044
H 0.176 1.027 -7.718 0.095
H -1.270 2.057 -7.899 0.096
H -1.303 0.309 -7.396 0.100
H -4.246 2.669 -4.721 0.101
H -4.337 0.890 -4.502 0.099
H -4.903 1.613 -5.973 0.094
C 1.157 -2.843 -1.604 -0.083
O -0.095 -3.306 -1.111 -0.027
C -0.293 -4.623 -1.056 -0.638
O 0.502 -5.442 -1.412 0.130
O -1.462 -4.838 -0.482 0.002
C -1.739 -6.183 -0.109 -0.036
H 1.847 -2.596 -0.800 0.078
H 0.921 -1.947 -2.167 0.030
H 1.604 -3.584 -2.266 0.096
H -1.323 -6.886 -0.830 0.094
H -2.814 -6.353 -0.118 0.093
H -1.340 -6.363 0.887 0.095
```

Summary:
- Highest occupied orbital energy: -10.049 eV
- Orbital gap: 0.371 hartree
- Total charge: 0
- Calculated total energy: -248582.5313 eV

=====

This record from the OMol25 dataset describes a 5-piece molecular cluster, C13H25Br4Cl3O2 overall. The level of theory is ωB97M-V with the def2-TZVPD basis set.

Geometry as XYZ:
```
47
Properties=species:S:1:pos:R:3:lowdin_charge:R:1
Cl 7.155 1.906 16.021 0.509
C 5.812 2.606 15.098 -1.558
Cl 4.332 1.642 15.267 0.565
Cl 6.260 2.788 13.393 0.537
H 5.629 3.592 15.504 -0.071
C 8.567 1.425 10.588 -0.181
C 8.888 1.785 9.161 -0.167
C 9.955 2.883 9.295 -0.182
O 10.290 2.967 10.691 -0.143
C 9.138 2.572 11.411 -0.253
H 9.235 0.591 10.839 0.117
H 7.554 1.128 10.849 0.103
H 7.994 2.089 8.611 0.109
H 9.275 0.916 8.630 0.105
H 9.667 3.901 9.005 0.115
H 10.863 2.683 8.725 0.115
H 8.453 3.437 11.465 0.098
H 9.315 2.340 12.461 0.112
C 0.349 3.680 11.641 -0.173
C 1.862 3.596 11.680 -0.174
C 2.057 2.299 12.437 -0.213
O 0.993 2.257 13.405 -0.148
C -0.015 3.197 13.056 -0.213
H -0.040 2.893 10.983 0.114
H -0.053 4.641 11.329 0.110
H 2.235 4.420 12.298 0.117
H 2.404 3.667 10.739 0.114
H 3.008 2.230 12.970 0.051
H 1.967 1.354 11.887 0.123
H 0.018 4.071 13.723 0.114
H -1.009 2.765 13.157 0.114
Br 5.649 4.098 18.434 0.659
C 7.111 3.788 19.672 -0.703
C 8.527 3.857 19.105 -0.655
Br 9.664 2.953 20.420 0.631
H 6.915 2.782 20.026 0.031
H 6.949 4.488 20.485 0.052
H 8.942 4.856 19.078 0.048
H 8.559 3.366 18.139 0.017
Br 6.321 9.784 17.020 0.605
C 7.385 8.401 16.111 -0.685
C 6.558 7.135 16.094 -0.668
Br 7.640 5.669 15.331 0.631
H 8.304 8.243 16.670 0.052
H 7.652 8.847 15.160 0.052
H 5.679 7.205 15.467 0.058
H 6.365 6.799 17.105 0.009
```

Summary:
- Energy relative to the best compared isomer or geometry (same formula, charge and spin): 17.2 kcal/mol
- Highest occupied orbital energy: -9.409 eV
- SMILES: ClC(Cl)Cl.C1CCOC1.C1CCOC1.BrCCBr.BrCCBr
- Orbital gap: 0.358 hartree
- Total charge: 0
- Calculated total energy: -335717.6312 eV

=====

This record from the OMol25 dataset describes C13H25Cl3FeNOP2 as an isolated structure. The level of theory is ωB97M-V with the def2-TZVPD basis set.

Geometry as XYZ:
```
46
Properties=species:S:1:pos:R:3:mulliken_spin:R:1
C -1.380 -0.012 -2.800 0.204
C -1.587 -0.243 -1.306 0.028
H -2.354 0.152 -3.270 -0.004
H -0.913 -0.906 -3.226 0.010
H -0.690 0.808 -3.001 -0.011
O -2.688 -0.595 -0.912 0.557
Cl 1.608 -0.142 -1.788 0.222
Fe 0.000 0.000 0.000 3.918
P 0.284 -2.344 0.116 -0.121
C -0.864 -3.179 1.264 -0.005
C 0.043 -3.210 -1.472 -0.002
H 0.269 -4.276 -1.364 -0.003
H 2.107 -3.899 0.491 -0.004
H 0.715 -2.764 -2.210 0.001
H 2.676 -2.239 0.101 0.000
H -1.892 -2.929 0.989 0.002
H -0.992 -3.088 -1.802 -0.001
C 1.949 -2.829 0.663 0.002
H -0.729 -4.265 1.228 -0.006
H 2.054 -2.584 1.722 0.002
H -0.673 -2.824 2.280 -0.001
P 0.072 2.369 -0.110 -0.101
C -1.070 3.146 1.083 0.001
C 1.706 3.050 0.312 0.002
H 0.317 2.815 -2.485 0.000
H -0.307 4.244 -1.623 -0.002
H -1.386 2.866 -1.984 -0.002
C -0.368 3.153 -1.704 0.004
H 2.484 2.416 -0.119 0.001
H 1.794 4.075 -0.063 -0.004
H -1.036 4.236 0.992 -0.003
H -0.761 2.840 2.087 0.000
H 1.801 3.026 1.400 0.002
H -2.090 2.798 0.900 0.001
Cl 1.902 0.334 1.670 0.235
Cl -5.048 1.183 2.597 0.002
C -3.416 0.549 2.712 0.008
C -2.943 0.064 3.923 0.004
C -1.650 -0.430 3.993 0.008
C -0.847 -0.428 2.850 0.018
N -1.297 0.051 1.644 0.030
C -2.584 0.532 1.588 0.009
H -3.572 0.067 4.804 0.000
H -1.266 -0.818 4.928 0.000
H 0.137 -0.840 2.960 0.001
H -3.000 0.931 0.683 -0.003
```

Summary:
- Highest occupied orbital energy (alpha / beta): -15.916 / -15.898 eV
- 2S+1: 6
- <S²>: 8.8649
- Orbital gap (alpha / beta): 0.222 / 0.191 hartree
- Total charge: +2
- Calculated total energy: -107939.9013 eV

=====

This record from the OMol25 dataset describes C13H25Cl3NO4P2Tl as an isolated structure. The level of theory is ωB97M-V with the def2-TZVPD basis set.

Geometry as XYZ:
```
49
Properties=species:S:1:pos:R:3:lowdin_charge:R:1
C -2.404 2.551 -2.635 -0.036
C -1.433 2.103 -1.732 -0.316
N -0.764 0.953 -1.900 0.117
C -1.024 0.218 -2.992 -0.330
C -1.964 0.604 -3.956 -0.038
C -2.672 1.787 -3.767 -0.061
C -1.128 2.975 -0.532 -0.300
P 0.252 2.335 0.507 0.817
Tl 2.547 0.325 -0.061 0.742
P 0.799 -1.504 -1.787 0.815
C -0.264 -1.070 -3.226 -0.304
O -6.156 1.075 2.002 -0.056
O -3.273 -1.396 -0.084 -0.134
H -2.930 3.478 -2.416 0.113
H -2.105 -0.040 -4.824 0.113
H -3.406 2.108 -4.497 0.105
C 0.908 3.913 1.159 -0.288
C -0.729 1.742 1.935 -0.268
H -0.952 -1.904 -3.446 0.099
H 0.407 -0.962 -4.098 0.097
H -1.988 3.066 0.089 0.070
H -0.837 3.983 -0.872 0.091
C 1.685 -2.933 -2.507 -0.291
C -0.400 -2.394 -0.743 -0.275
H -2.257 -2.297 2.335 0.104
H -3.846 -2.073 0.323 0.036
H -6.110 1.605 2.784 0.016
H -5.722 1.620 1.326 0.038
H 2.321 1.273 -1.377 -0.220
H -3.737 -1.117 -0.925 0.071
H 0.281 4.303 1.970 0.037
H 1.928 3.738 1.528 0.035
H 0.956 4.640 0.339 0.037
H -0.868 2.551 2.664 0.037
H -1.708 1.385 1.589 0.041
H -0.203 0.899 2.406 0.020
H -0.571 -3.390 -1.176 0.044
H 0.037 -2.510 0.259 0.020
H -1.363 -1.867 -0.639 0.009
H 0.980 -3.721 -2.802 0.041
H 2.254 -2.603 -3.386 0.041
H 2.389 -3.324 -1.760 0.038
Cl 4.209 -2.308 3.918 0.619
C 2.709 -2.446 2.994 -1.502
Cl 2.717 -3.911 1.969 0.601
Cl 1.293 -2.413 4.059 0.594
C 2.627 -1.254 1.956 -0.825
O 3.693 -0.809 1.432 -0.200
O 1.488 -0.834 1.570 -0.214
```

Summary:
- Energy relative to the best compared isomer or geometry (same formula, charge and spin): 0.0 kcal/mol
- Highest occupied orbital energy (alpha / beta): -7.894 / -4.796 eV
- Orbital gap (alpha / beta): 0.298 / 0.176 hartree
- Total charge: 0
- Calculated total energy: -84399.5276 eV